# 1
The following is a quantum chemistry calculation of a molecular structure, C26H62O24Tl at a distorted geometry, from the Open Molecules 2025 dataset.

- gap between HOMO and LUMO (eV) = 3.1
- E_LUMO (eV) = -8.23
- ΔE to the lowest compared entry with this formula, charge and spin (kJ/mol) = 314.5
- total charge = +1

```
113
Properties=species:S:1:pos:R:3:forces:R:3
Tl 30.433955 -3.789599 14.867075 0.109 -0.534 -0.259
C 29.800180 -2.244121 10.024891 0.583 -2.577 2.407
C 30.028709 -2.341876 11.433606 0.256 -0.727 1.488
C 29.681582 -1.065594 12.262207 1.623 -2.758 1.154
O 29.793455 -1.229885 13.467830 -0.579 0.956 -0.286
C 29.400009 0.144289 11.586181 -0.850 0.203 3.643
C 29.316667 0.236734 10.265956 -0.384 3.247 -5.787
C 29.474221 -1.067071 9.478147 -1.739 3.682 -6.920
O 29.259990 -1.046813 8.174795 0.602 0.240 4.205
O 29.095224 1.403612 9.739837 0.596 -4.333 1.059
O 30.382154 -3.389551 11.983337 -0.538 1.949 -0.914
H 29.835220 -3.196302 9.516435 -0.062 0.026 -0.466
H 29.077169 1.036609 12.101872 0.471 0.129 0.504
C 27.672207 1.484711 14.593644 -0.623 -0.879 1.400
C 26.586528 0.631499 15.337929 -0.565 1.501 -0.642
O 26.552482 -0.758921 15.036275 0.492 0.195 -0.459
O 28.895353 1.019013 15.017006 1.983 -0.478 0.461
H 27.625558 2.526343 14.911314 -0.503 0.044 -0.234
H 27.724102 1.393583 13.508697 -1.280 0.258 -0.268
H 25.642332 1.103792 15.066786 -0.425 -0.451 0.085
H 26.675312 0.646565 16.424205 0.346 0.896 -0.062
H 27.150521 -1.146178 15.679686 0.072 -0.458 -0.134
H 29.051085 0.237083 14.482274 0.631 -0.444 0.255
C 34.304708 -3.005252 10.460369 2.502 0.861 -1.287
C 34.435339 -1.558501 10.955393 -1.199 -0.661 -2.013
O 33.077989 -1.108270 10.735838 0.053 1.186 0.570
O 33.483165 -3.805683 11.180088 -1.215 -1.169 2.086
H 35.320736 -3.378686 10.332539 -0.003 -0.668 0.359
H 33.819395 -3.092264 9.488256 0.846 1.302 -0.723
H 35.055387 -1.021892 10.237286 0.359 -0.119 0.061
H 34.814733 -1.302100 11.944547 -0.118 -0.573 0.266
H 33.232252 -0.266929 10.300003 -0.741 0.313 -0.018
H 32.625786 -3.604069 10.798182 -0.489 -0.514 0.557
C 26.934574 -4.399603 13.497935 0.132 -0.447 -0.353
C 27.834635 -5.246450 12.601452 -1.160 -0.457 -0.694
O 28.812701 -5.915332 13.331920 1.045 0.166 0.949
O 27.656224 -3.232598 13.884930 -0.166 0.065 -0.057
H 26.658517 -4.990386 14.371361 0.196 -0.133 0.288
H 25.971150 -4.121839 13.070454 0.112 0.020 -0.557
H 28.334648 -4.678417 11.816963 -0.144 0.178 0.122
H 27.310158 -6.076308 12.127791 -0.850 0.571 -0.525
H 28.315205 -6.600730 13.783948 0.518 -0.292 0.382
H 27.001536 -2.530505 13.878067 0.073 0.501 0.266
C 28.385445 -2.892422 2.751753 -0.275 1.011 1.087
C 28.271923 -1.612541 3.634091 -0.193 -0.460 -0.820
O 28.540686 -1.987770 4.957574 -0.043 0.002 0.915
O 27.301053 -3.833046 2.949382 0.428 0.923 -0.989
H 29.323922 -3.407292 2.957358 0.163 0.130 -0.162
H 28.367465 -2.459056 1.751779 -0.185 -0.848 -0.371
H 27.307897 -1.170881 3.381740 -0.850 -0.477 0.896
H 28.864912 -0.724299 3.416162 1.065 -0.525 -0.713
H 27.896589 -1.623823 5.569350 -0.418 -0.028 -0.194
H 27.082487 -3.984389 3.871843 0.445 0.395 0.357
C 26.046712 -1.653252 10.766013 -0.702 -0.565 -0.405
C 25.575928 -0.394552 11.455648 0.463 -0.491 0.030
O 25.033974 -0.706010 12.723565 -0.390 0.386 -0.666
O 24.991718 -2.567924 10.451016 0.631 -0.152 0.341
H 26.704046 -2.234164 11.412980 0.115 0.033 0.265
H 26.621874 -1.404676 9.874112 0.076 0.221 -0.357
H 24.887039 0.120169 10.785865 -0.545 -0.029 0.328
H 26.427863 0.283489 11.506206 0.297 0.237 0.290
H 25.680953 -0.541972 13.413571 0.088 -0.143 0.069
H 24.372931 -2.235890 9.796460 0.076 0.376 -0.051
C 32.300538 -2.755838 6.955224 0.075 0.466 -0.580
C 32.050997 -2.167140 5.513333 0.184 -0.896 1.156
O 31.106205 -1.125381 5.564362 0.981 0.124 -0.188
O 31.166868 -3.482757 7.503903 0.891 0.095 -0.400
H 32.559551 -1.986895 7.683064 -0.174 0.620 -0.242
H 33.208901 -3.358305 6.956816 -0.361 -0.726 -0.195
H 31.862019 -2.986337 4.819564 -1.327 -0.443 0.221
H 32.965059 -1.888493 4.988976 0.368 1.104 0.852
H 30.256777 -1.474327 5.844192 -0.475 -0.393 -0.450
H 30.607092 -2.838723 7.943759 -0.005 0.240 -0.652
C 26.819473 1.414208 6.641681 0.791 2.745 -0.445
C 27.975716 1.992062 5.764742 -1.245 -2.529 -0.589
O 29.178171 1.922448 6.454401 1.122 1.615 1.007
O 26.757756 0.033381 6.574514 -0.298 -1.165 0.326
H 25.857463 1.883384 6.435508 -0.180 -0.455 -0.583
H 27.059994 1.833822 7.618502 0.060 -0.511 0.581
H 27.700548 2.934892 5.292039 0.651 0.376 0.621
H 28.140954 1.272149 4.963170 -0.770 0.049 -0.717
H 29.440736 1.017849 6.639771 -0.168 -0.140 -0.243
H 27.394034 -0.317944 7.201673 0.205 -0.094 0.161
C 32.347068 -0.903392 15.826059 0.013 1.914 -0.362
C 33.293843 -1.443137 14.741913 1.074 -0.052 -1.689
O 32.801789 -2.383735 13.745844 -1.023 -0.234 1.308
O 31.617067 -1.748355 16.666253 -0.067 -1.651 0.197
H 31.611260 -0.197440 15.440938 -0.048 -0.115 -1.133
H 32.849195 -0.217838 16.508691 1.199 -0.099 -0.393
H 34.300090 -1.782012 14.988364 -0.324 -0.634 1.458
H 33.652298 -0.671046 14.061111 -0.663 1.410 0.708
H 33.258066 -2.182558 12.925509 -0.209 -0.225 -0.077
H 31.430836 -1.217905 17.444419 -0.167 -0.287 0.187
C 26.685441 -5.053175 7.835073 -0.242 2.224 1.683
C 27.198790 -3.600203 7.487043 0.040 -2.352 0.743
O 26.576466 -3.230616 6.332429 -0.449 1.189 -1.954
O 26.614606 -5.198617 9.277552 0.777 -1.634 -0.364
H 27.320466 -5.778205 7.325975 0.148 -0.239 0.648
H 25.667903 -5.193135 7.470208 0.011 0.219 -0.234
H 28.270324 -3.671907 7.300525 0.127 0.151 -0.243
H 27.083132 -2.890293 8.306036 -0.413 -0.001 0.288
H 25.719204 -2.817245 6.458264 -0.070 -0.079 0.294
H 26.624641 -4.399212 9.809016 -0.272 0.420 -0.746
C 31.944383 -7.409651 14.456435 -0.722 -0.617 -0.599
C 32.092525 -6.846603 12.982641 -1.593 -1.351 1.803
O 32.034503 -5.480395 13.105858 1.024 2.275 0.166
O 30.803185 -6.919933 15.189002 -0.221 0.892 -0.689
H 32.800308 -7.113711 15.062992 0.412 -0.171 -0.413
H 31.831200 -8.492658 14.407599 0.467 -0.140 -0.037
H 31.253279 -7.009290 12.306406 -0.204 -1.267 0.305
H 32.981596 -7.312365 12.557541 0.315 0.448 -0.005
H 32.815985 -5.067218 12.731454 0.166 0.370 -0.081
H 30.415485 -7.574241 15.774815 0.374 -0.255 -0.166
```
Forces are in eV/Å.



# 2
The following is a quantum chemistry calculation of a molecular structure, C4H7MnO at a distorted geometry, from the Open Molecules 2025 dataset.

- gap between HOMO and LUMO (spin up / spin down) (eV) = 9.6 / 9.1
- E_LUMO (spin up / spin down) (eV) = -4.56 / -5.43
- total charge = +1
- spin multiplicity = 6

```
13
Properties=species:S:1:pos:R:3:forces:R:3
C -1.664706 -0.763689 -0.109674 -0.286 -0.070 -0.264
C -0.532544 -0.002470 0.593374 0.858 -0.019 0.371
C 0.730201 0.048320 -0.088888 -1.620 0.031 -0.140
O 1.817091 0.092339 0.498634 -1.427 -0.029 0.530
Mn 3.621029 0.148015 0.113843 2.677 -0.023 -0.406
H -1.417078 -1.268394 -1.043803 -0.092 0.141 0.281
H -0.496152 -0.015511 1.682073 0.022 0.008 -0.314
H -2.304313 -1.325890 0.569201 0.219 0.156 -0.185
H 0.712719 0.061845 -1.194899 -0.006 -0.032 0.239
C -1.710964 0.705158 -0.090120 -0.288 0.056 -0.284
H -1.495584 1.249102 -1.010192 -0.090 -0.155 0.278
H -2.383886 1.207750 0.602945 0.231 -0.131 -0.184
H 5.124181 -0.136571 -0.522497 -0.199 0.067 0.079
```
Forces are in eV/Å.



Which value of total charge does entry 1 give? +1



Which formula does entry 2 have? C4H7MnO